1.
Formula: C5H8OS2
Source: the Open Molecules 2025 dataset
Level of theory: ωB97M-V with the def2-TZVPD basis set

Last column: Löwdin charge in e.
Geometry (Å):
C: 1.58015 -1.21570 -0.35448  -0.01
C: 0.69318 -0.22482 -0.07167  -0.45
C: 0.75402 -2.23859 0.41049  -0.13
C: -0.28089 -1.05008 0.71921  -0.13
C: -2.21670 2.03523 -0.59968  0.10
O: 1.54967 1.94451 -1.37553  -0.50
S: 1.68427 2.02456 1.48439  0.29
S: 0.75945 1.59456 -0.23072  0.43
H: 2.46049 -1.21017 -0.80048  0.06
H: 0.22673 -2.90630 -0.23776  0.09
H: 1.26030 -2.83103 1.14813  0.10
H: -0.37220 -0.85675 1.74494  0.09
H: -1.13975 -1.20424 0.01020  0.13
H: -2.39318 1.23414 0.06283  -0.02
H: -2.53734 2.97873 -0.29894  -0.02
H: -2.02820 1.92594 -1.61092  -0.02

Atomic forces in eV per Å
-4.881 1.481 2.500
1.355 -0.192 0.266
-0.573 1.006 -1.102
0.840 -1.344 -2.672
0.276 -0.144 0.735
0.397 0.411 -1.844
-0.881 -0.054 -0.433
0.469 -1.051 2.233
3.815 -0.164 -2.125
-0.050 -0.798 -0.549
0.067 0.175 0.826
-0.836 0.521 1.222
-0.035 0.128 1.685
-0.063 -0.878 0.376
-0.291 1.470 0.607
0.390 -0.569 -1.725

## Properties
Net charge = 0
HOMO energy (alpha / beta) = -0.337 / -0.319 hartree
Energy = -29026.4767 eV
Orbital gap (alpha / beta) = 8.880 / 6.320 eV

***

2.
Formula: C23H30BN8PdS2
Source: the Open Molecules 2025 dataset
Level of theory: ωB97M-V with the def2-TZVPD basis set

Last column: Löwdin charge in e.
Geometry (Å):
Pd: 0.20951 -0.33642 -0.36169  1.07
C: -1.93142 2.47983 1.45352  0.00
C: -0.74869 1.96251 2.19744  -0.27
C: -0.28069 2.32051 3.45750  0.20
C: 0.92030 1.50479 3.69082  -0.16
C: 1.79445 1.50007 4.87443  0.04
N: 1.07831 0.76512 2.62940  0.09
N: 0.06541 1.02842 1.70443  0.14
B: 2.20365 -0.30397 2.30418  -0.48
N: 2.90763 0.15742 1.02069  0.02
N: 2.17635 0.40034 -0.09937  -0.04
C: 2.96724 1.00078 -0.99238  -0.31
C: 2.46394 1.41611 -2.33533  -0.01
C: 4.23530 1.15900 -0.42896  0.05
C: 4.16249 0.62871 0.84320  -0.24
C: 5.22890 0.55538 1.88673  0.01
N: 1.50065 -1.65279 2.09444  0.02
N: 0.48714 -1.74715 1.19285  -0.03
C: -0.11759 -2.92590 1.36631  -0.31
C: -1.28660 -3.34382 0.53567  -0.01
C: 0.51356 -3.60022 2.41322  0.05
C: 1.52054 -2.76710 2.85882  -0.24
C: 2.48416 -2.98680 3.97962  0.01
H: -2.44615 3.24079 2.03549  0.10
H: -2.63669 1.67393 1.25305  0.08
H: -1.61739 2.93056 0.51281  0.08
H: -0.70041 3.04870 4.13773  0.15
H: 1.44093 2.20441 5.62250  0.11
H: 2.81802 1.76150 4.59224  0.12
H: 1.83835 0.50041 5.31418  0.12
H: 2.97239 -0.36256 3.20913  0.12
H: 1.48335 0.98225 -2.54098  0.04
H: 3.15080 1.11264 -3.12505  0.10
H: 2.37089 2.50145 -2.39036  0.10
H: 5.10209 1.60723 -0.88765  0.13
H: 5.14569 1.38385 2.59287  0.10
H: 6.20591 0.63107 1.41628  0.10
H: 5.18623 -0.37266 2.45349  0.08
H: -1.40281 -2.69654 -0.33561  0.04
H: -2.20734 -3.29483 1.11779  0.10
H: -1.17637 -4.37213 0.19317  0.10
H: 0.26944 -4.57461 2.80494  0.13
H: 2.10535 -2.55803 4.90923  0.10
H: 3.45919 -2.54783 3.77934  0.08
H: 2.61097 -4.05361 4.14714  0.10
C: 2.97519 -2.79906 -0.88992  -0.02
C: 1.95638 -2.67577 -1.95573  -0.51
N: 0.92466 -1.88185 -1.95086  0.04
C: 0.16235 -2.02548 -3.09009  -0.28
C: 0.65843 -2.97811 -3.99642  -0.24
S: 2.05578 -3.66996 -3.40655  1.25
C: -0.99551 -1.24513 -3.24365  -0.29
C: -1.86859 -1.27764 -4.33896  -0.24
S: -3.11531 -0.18983 -4.12209  1.25
C: -2.44804 0.28308 -2.57444  -0.53
N: -1.35149 -0.34712 -2.25553  0.04
C: -3.13232 1.31226 -1.75385  -0.04
H: 2.77986 -2.07954 -0.10219  0.05
H: 3.97608 -2.63904 -1.29854  0.11
H: 2.95663 -3.81061 -0.47324  0.12
H: 0.24356 -3.27031 -4.95155  0.11
H: -1.79301 -1.89600 -5.22218  0.11
H: -3.95309 1.78256 -2.29148  0.10
H: -2.41828 2.08092 -1.46173  0.08
H: -3.53755 0.84897 -0.85197  0.10

Atomic forces in eV per Å
0.610 -0.209 0.420
0.036 -0.008 0.073
0.388 -0.583 -0.500
0.167 0.184 0.519
-0.112 0.066 -0.029
0.076 0.047 0.151
0.042 -0.010 0.063
-0.817 0.399 -0.394
0.185 -0.270 -0.234
-0.211 0.132 0.273
0.001 0.071 -0.328
-0.029 -0.065 0.017
0.090 0.017 0.053
0.066 0.065 -0.199
0.135 -0.087 0.112
-0.087 0.042 0.008
-0.075 0.347 0.147
-0.221 -0.229 -0.177
0.057 0.029 -0.048
0.075 -0.018 0.087
-0.104 -0.163 -0.050
0.172 -0.044 0.102
-0.072 0.054 -0.029
0.005 -0.004 0.000
0.008 -0.001 0.012
0.012 0.015 0.007
0.065 -0.049 0.012
0.002 -0.007 -0.004
-0.039 0.010 -0.004
-0.028 0.021 -0.014
-0.119 0.090 -0.001
-0.040 -0.014 -0.013
-0.002 -0.010 0.017
-0.001 -0.008 0.003
-0.042 -0.007 0.006
-0.026 0.000 -0.016
0.008 -0.006 -0.019
0.007 -0.017 -0.042
-0.012 0.024 -0.033
0.000 -0.001 0.004
0.009 0.004 0.002
-0.014 0.034 -0.023
-0.014 0.015 -0.014
-0.005 -0.026 -0.038
-0.001 -0.014 -0.008
0.008 -0.053 -0.047
-0.033 0.062 0.080
-0.018 -0.011 -0.047
0.103 -0.079 -0.021
0.012 0.017 0.063
0.057 -0.031 0.018
-0.066 0.044 -0.014
0.029 -0.002 0.036
-0.040 0.020 -0.004
-0.012 -0.006 -0.027
-0.178 0.176 0.073
0.010 -0.024 -0.003
0.013 0.009 0.022
-0.021 0.005 -0.013
-0.015 0.018 -0.015
-0.004 0.038 0.042
-0.013 0.025 0.016
0.014 -0.013 -0.014
0.011 0.008 -0.010
-0.003 -0.017 -0.008

## Properties
Net charge = +3
2S+1 = 5
HOMO energy (alpha / beta) = -0.621 / -0.620 hartree
Energy = -62060.1058 eV
Orbital gap (alpha / beta) = 7.588 / 4.591 eV

***

What are the energy above the lowest of the compared OMol25 structures with the same formula, charge and spin values for these records? In order: 143.1; 3.4 kcal/mol.